<1>
A single C4H8N4 molecule. Source: the OMol25 dataset; level of theory: ωB97M-V with the def2-TZVPD basis set.

Positions of all 16 atoms, in Å:
1 H 1.6913 -2.1962 -0.4792
2 N 0.1112 1.3136 -0.5605
3 C -0.0271 -1.0633 -0.5783
4 N 0.8397 -2.0090 0.0077
5 C -1.2895 -0.3858 -0.0904
6 N -2.4938 -0.8510 0.0075
7 H 1.8092 1.2804 0.9340
8 H 0.2656 -0.7020 1.6193
9 C 0.8754 -0.6572 0.5960
10 N -0.9409 0.8478 0.2800
11 H -1.8531 1.4998 0.6531
12 H -3.2438 -0.0995 0.1703
13 H 2.2371 0.7807 -0.6122
14 H 0.3144 2.4391 -0.4455
15 C 1.4285 0.6396 0.1253
16 H 0.2757 -0.8369 -1.6272

Values from the calculation:
Kohn-Sham gap in eV: 9.1
E_HOMO in eV: -8.3
SMILES string: [H]/N=C1\NNC[C@@H]2N[C@@H]12

<2>
A single C4H8N4 molecule. Source: the OMol25 dataset; level of theory: ωB97M-V with the def2-TZVPD basis set.

Positions of all 16 atoms, in Å:
1 H 2.7426 -2.1737 -0.0577
2 H 2.3401 0.8390 0.4204
3 C -0.1942 -0.5141 0.0734
4 C -1.1128 2.7667 -0.1966
5 C 2.1154 -1.2060 0.0297
6 N -1.0505 1.4702 -0.0310
7 H 0.5049 -2.3134 -0.6317
8 H -2.1773 -0.5313 -0.4973
9 C -1.4312 -1.1658 0.2884
10 H -0.1764 3.2345 -0.9076
11 N 0.1379 0.7841 -0.2217
12 H -1.9450 -0.8275 1.1745
13 H -1.8458 3.4654 -0.0613
14 N 2.7656 -0.1070 0.2148
15 N 0.8407 -1.3897 0.0396
16 H -1.5142 -2.3315 0.3642

Values from the calculation:
Kohn-Sham gap in eV: 8.7
E_HOMO in eV: -8.6
SMILES string: [H]/N=C\N/C(C)=N/N=C

<3>
A single C4H8N4 molecule. Source: the OMol25 dataset; level of theory: ωB97M-V with the def2-TZVPD basis set.

Positions of all 16 atoms, in Å:
1 N -1.0003 0.0886 2.2828
2 H -2.8450 -0.8332 1.4691
3 H 0.7480 1.1937 -1.4134
4 C 1.5349 -0.0726 -0.0713
5 H -0.8642 0.1451 -1.6988
6 C 0.3486 -0.0207 0.6129
7 C -0.8112 -0.6307 0.2716
8 H 2.0527 -1.0993 0.0686
9 N 0.1241 0.6885 1.7174
10 N 1.4031 0.2716 -1.4710
11 C -1.6654 -0.5703 1.4821
12 H -1.0351 -1.7280 -0.1765
13 H -1.3823 1.1630 -0.6927
14 H 2.4188 0.6545 0.3111
15 N -1.5018 0.1258 -0.9854
16 H 2.4752 0.6242 -1.7065

Values from the calculation:
Kohn-Sham gap in eV: 9.4
E_HOMO in eV: -9.7
SMILES string: NCC1=NN=C[C@H]1N

Of them, <2> has the highest stability.

<1>
C4H8N4 as an isolated structure. Source: the OMol25 dataset; level of theory: ωB97M-V with the def2-TZVPD basis set.

Positions of all 16 atoms, in Å:
1 C 1.0180 1.0485 0.6772
2 H -1.4555 -1.5792 -1.8755
3 N 0.5573 0.5933 2.1298
4 C 0.8246 -0.4191 0.9324
5 N -0.5668 -2.3053 -0.1368
6 H 1.7413 -0.9248 1.3085
7 C -0.0800 -1.0601 0.0205
8 H 0.8834 1.7863 -1.4106
9 N -1.3387 -0.2835 -1.7349
10 H -0.1497 -2.6049 0.8334
11 H -0.3736 0.9065 2.1346
12 H -0.6132 2.1267 -0.7102
13 C 0.1395 1.2877 -0.5532
14 N -0.4244 -0.0997 -0.8218
15 H -2.2585 0.3219 -1.0959
16 H 2.0961 1.2058 0.3027

Values from the calculation:
Kohn-Sham gap in eV: 8.7
E_HOMO in eV: -8.2

<2>
A single C4H8N4 molecule. Source: the OMol25 dataset; level of theory: ωB97M-V with the def2-TZVPD basis set.

Positions of all 16 atoms, in Å:
1 N -2.6201 -1.0268 0.5213
2 H 3.4743 0.7501 1.5741
3 H 0.3598 1.6227 -0.7966
4 H 2.1210 -1.1010 -1.7355
5 C 0.3088 -0.5239 -0.6383
6 N -2.7276 0.3680 0.1968
7 C -0.2431 0.7478 -0.5952
8 H -1.9903 2.0025 -0.7513
9 H -3.2902 -1.0632 1.4507
10 H -0.2024 -1.5461 -0.6677
11 H 1.6131 0.3397 1.5388
12 C 1.7373 -0.6310 -0.7367
13 C -1.6386 1.0013 -0.3457
14 H -1.6719 -1.4279 0.7014
15 N 2.7152 -0.2597 -0.0661
16 N 2.4325 0.4697 1.1453

Values from the calculation:
Kohn-Sham gap in eV: 8.3
E_HOMO in eV: -8.5
SMILES string: N\N=C/C=C/C=N\N

Of them, <2> has the highest stability.

<1>
C3H4ClF as an isolated structure. Source: the OMol25 dataset; level of theory: ωB97M-V with the def2-TZVPD basis set.

Positions of all 9 atoms, in Å:
1 H -0.5862 0.5622 -1.4293
2 C -0.7363 -0.4213 1.1848
3 F 1.7146 -0.9745 0.2775
4 Cl -1.8787 0.8240 0.8410
5 H -1.1272 -1.3533 0.7635
6 C 0.3694 0.1517 -1.3502
7 H 0.9459 0.1660 -2.2575
8 H -0.2468 -0.2246 2.1477
9 C 0.7110 -0.2627 -0.1760

Values from the calculation:
Kohn-Sham gap in eV: 10.8
E_HOMO in eV: -9.9

<2>
A single C3H4ClF molecule. Source: the OMol25 dataset; level of theory: ωB97M-V with the def2-TZVPD basis set.

Positions of all 9 atoms, in Å:
1 Cl 0.7551 -1.3497 1.8597
2 C 0.1754 0.7919 0.1937
3 C -0.3515 -0.4298 0.7028
4 H -0.7619 -0.4045 -1.8964
5 F -0.4425 2.1025 -0.0040
6 H 0.8700 -0.8318 -1.1662
7 H -1.5320 -0.3597 0.9483
8 H 1.3406 0.8501 0.1904
9 C -0.0532 -0.3690 -0.8283

Values from the calculation:
Kohn-Sham gap in eV: 11.3
E_HOMO in eV: -10.5
SMILES string: F[C@@H]1C[C@H]1Cl

<3>
C3H4ClF as an isolated structure. Source: the OMol25 dataset; level of theory: ωB97M-V with the def2-TZVPD basis set.

Positions of all 9 atoms, in Å:
1 Cl 2.9145 -0.0733 0.0689
2 C 0.2777 -0.5097 -0.2171
3 C 1.2540 0.3684 -0.1018
4 H -1.6781 -1.1881 0.6600
5 F 1.0046 1.6728 -0.0612
6 C -1.2018 -0.0785 0.1537
7 H -1.7788 0.4004 -1.0420
8 H 0.5461 -1.6024 -0.4776
9 H -1.3382 1.0105 1.0171

Values from the calculation:
Kohn-Sham gap in eV: 10.1
E_HOMO in eV: -9.3

Of them, <1> has the highest stability.

<1>
An isolated ion of composition C7H14N and charge +1. Source: the OMol25 dataset; level of theory: ωB97M-V with the def2-TZVPD basis set.

Positions of all 22 atoms, in Å:
1 H 1.3133 -0.4175 -0.9717
2 C -0.3736 -2.2594 0.5848
3 H -2.9428 -1.5360 0.2676
4 C -2.2104 -0.7743 0.0517
5 H 0.0663 2.9425 -1.5628
6 H -0.2150 -2.3702 2.7588
7 H 2.3596 1.5890 -0.3278
8 C 1.5851 1.6363 -1.0939
9 H 1.4181 3.7474 -1.0383
10 N 0.8293 2.9301 -0.8774
11 H 0.5857 -3.6536 1.8134
12 H 0.0220 0.3805 -1.8199
13 H 0.2973 2.8976 -0.0060
14 H -2.6751 0.1590 -0.2575
15 C -0.1243 0.3871 0.3997
16 C -0.9334 -0.8871 0.4406
17 H -0.0883 -2.8007 -0.3020
18 C -0.0167 -2.7532 1.7610
19 H -0.6973 1.2878 0.6557
20 C 0.6428 0.4466 -0.9226
21 H 2.0476 1.6885 -2.0693
22 H 0.5967 0.4561 1.2310

Values from the calculation:
Kohn-Sham gap in eV: 8.9
E_HOMO in eV: -12.6
SMILES string: C=CC(=C)CCC[NH3+]
Charge: +1

<2>
A 2-piece molecular cluster, C7H14N overall. Source: the OMol25 dataset; level of theory: ωB97M-V with the def2-TZVPD basis set.

Positions of all 22 atoms, in Å:
1 H -0.5670 1.8653 -0.8404
2 H 1.5501 -0.0065 2.4466
3 H 0.2594 -2.1589 -1.2091
4 H -0.3140 -1.1795 -2.5975
5 H 2.4654 -0.7888 1.1536
6 C -0.4053 -1.3401 -1.5929
7 C -0.7516 -0.2215 -0.7469
8 H 0.0605 0.9218 -2.3015
9 H -1.9864 -1.9947 -0.1240
10 H 0.6852 1.9600 0.9843
11 H -2.5646 -1.1417 -1.7611
12 C -1.8476 -1.2257 -1.0029
13 C -0.7528 1.0952 -1.5400
14 C -0.9414 -0.4302 1.6336
15 H 3.0776 0.5675 1.9809
16 N -0.3285 -0.2327 0.5607
17 H -0.5393 -0.1982 2.5532
18 H 1.5651 1.0819 -0.3728
19 C 1.3263 0.9846 0.6449
20 H -1.6161 1.2036 -2.0803
21 C 2.1246 0.2128 1.5479
22 H -2.0195 -0.8134 1.6854

Values from the calculation:
Kohn-Sham gap in eV: 9.6
E_HOMO in eV: -14.1
Charge: +1

<3>
A 2-piece molecular cluster, C7H14N overall. Source: the OMol25 dataset; level of theory: ωB97M-V with the def2-TZVPD basis set.

Positions of all 22 atoms, in Å:
1 C 0.9612 0.5284 -1.2982
2 H 0.3779 -2.5707 -1.0044
3 H -3.1221 -0.4340 0.1830
4 H -1.2356 1.9291 -0.3763
5 H -0.7242 -2.3486 0.5245
6 H 3.8148 0.8657 -0.4432
7 N -0.6112 0.2930 0.8644
8 H -2.1114 -0.2022 -1.3802
9 C -1.6355 1.1812 0.2420
10 C 0.5037 -0.1099 -0.0820
11 C 0.2306 -2.2836 -0.0011
12 H -1.1981 -0.6617 1.0581
13 H 3.4178 -0.3193 0.8189
14 H -0.2042 0.6406 1.8914
15 C -2.6487 0.3274 -0.5026
16 H 0.7635 1.0846 -2.1304
17 H 1.0634 -2.8492 0.4138
18 C 3.0997 0.5584 0.2274
19 C 1.8395 0.3737 -0.3297
20 H -2.1806 1.6625 1.0574
21 H 2.9783 1.2251 1.0873
22 H -3.3789 1.1095 -0.8200

Values from the calculation:
Kohn-Sham gap in eV: 9.1
E_HOMO in eV: -12.4
Charge: +1

<4>
A 2-piece molecular cluster, C7H14N overall. Source: the OMol25 dataset; level of theory: ωB97M-V with the def2-TZVPD basis set.

Positions of all 22 atoms, in Å:
1 N -0.4339 3.0471 0.3349
2 H 0.4187 -3.0834 1.6852
3 H 2.2279 -1.0489 0.5419
4 H -0.4779 -3.8064 -1.1885
5 C -1.2253 1.3875 -1.0981
6 H 0.0863 3.4435 -0.5061
7 C -1.1063 1.8368 0.1752
8 H -1.0286 -2.9145 0.7574
9 H 0.9387 -3.1884 -2.2540
10 H -0.6454 1.8724 -1.8795
11 C -0.0928 -2.4097 0.9500
12 H -0.9633 3.4591 2.2479
13 C 0.3626 -3.1428 -1.3519
14 H -0.2649 -1.4027 1.4250
15 H 1.0541 -0.1150 -0.3872
16 H -1.7715 0.4650 -1.3771
17 H 2.3994 -1.1134 -1.1875
18 C 0.6677 -2.2864 -0.3379
19 C -0.4290 3.8343 1.3764
20 H -1.5436 1.5032 1.1109
21 H 0.1705 4.7588 1.3437
22 C 1.6565 -1.0960 -0.3806

Values from the calculation:
Kohn-Sham gap in eV: 5.9
E_HOMO in eV: -11.6
Charge: +1

Of them, <1> has the highest stability.